ORCA calculation (the ωB97M-V functional and the def2-TZVPD basis) on a molecular structure, C37H69AlBeBr3Cl4F5I2LiN5O7.

XYZ file:
```
135
Properties=species:S:1:pos:R:3:mulliken_charge:R:1
C 5.294 2.186 -5.829 -0.856
C 6.523 1.456 -5.277 -0.250
O 6.194 0.382 -4.379 -0.401
C 6.015 0.827 -3.051 0.101
C 4.780 0.058 -2.509 -0.978
N 4.357 0.455 -1.115 0.616
C 5.304 -0.201 -0.150 0.305
C 6.508 0.632 0.328 -1.066
F 7.587 -0.294 0.596 -0.559
C 4.212 1.933 -0.937 -2.128
I 3.036 2.848 -2.531 0.192
C 3.733 2.322 0.503 0.235
C 3.016 3.685 0.604 -1.139
C 3.881 4.923 0.213 -0.542
C 3.138 5.963 -0.678 -0.426
C 1.706 6.282 -0.230 -0.916
N 1.108 7.372 -1.056 -0.210
C 1.002 6.966 -2.439 0.451
C 0.485 5.585 -2.864 -0.292
O 1.381 7.732 -3.289 -0.473
N 2.916 1.311 1.176 -0.308
I 3.490 0.779 3.033 0.153
C 2.190 0.354 0.354 0.673
N 1.106 1.154 -0.288 -0.305
C 1.369 -0.719 1.199 0.091
C 0.302 -0.021 2.078 -0.770
C -1.082 0.090 1.450 -0.004
O -1.634 1.180 1.494 -0.574
N -1.708 -1.018 0.773 0.266
C -2.629 -0.593 -0.238 -0.233
C -2.264 -0.695 -1.565 0.093
C -3.152 -0.326 -2.560 -0.911
C -4.401 0.182 -2.275 -0.680
C -4.792 0.313 -0.956 -0.727
C -3.901 -0.097 0.033 0.332
C 2.993 -0.228 -0.876 -0.556
Cl 3.191 -1.992 -0.883 0.053
H 4.910 2.971 -5.162 0.102
H 4.504 1.477 -6.115 0.259
H 5.579 2.704 -6.759 0.415
H 7.253 2.138 -4.805 0.273
H 7.053 0.997 -6.124 0.377
H 5.847 1.917 -3.091 0.358
H 6.932 0.591 -2.471 -0.205
H 5.066 -0.999 -2.570 0.468
H 3.995 0.178 -3.262 0.506
H 4.792 -0.528 0.768 -0.863
H 5.745 -1.129 -0.535 0.821
H 6.317 1.119 1.301 0.712
H 6.889 1.366 -0.405 0.666
H 5.163 2.459 -1.069 1.188
H 4.662 2.433 1.099 0.539
H 2.782 3.811 1.676 0.514
H 2.034 3.660 0.117 0.201
H 4.742 4.595 -0.403 0.129
H 4.267 5.438 1.103 0.443
H 3.705 6.911 -0.620 0.423
H 3.165 5.685 -1.740 0.241
H 1.012 5.437 -0.339 0.122
H 1.617 6.594 0.823 0.273
H 1.773 8.144 -1.011 0.314
H 1.282 5.035 -3.383 -0.184
H -0.337 5.731 -3.600 0.332
H 0.095 4.958 -2.049 0.295
H 0.381 0.547 -0.655 -0.035
H 0.750 1.848 0.357 0.334
H 0.717 -1.471 0.495 -0.183
H 2.014 -1.397 1.759 0.164
H 0.214 -0.624 3.001 0.348
H 0.610 0.978 2.419 0.370
H -2.247 -1.596 1.420 0.357
H -1.278 -1.065 -1.854 0.614
H -2.884 -0.422 -3.613 0.419
H -5.094 0.481 -3.058 0.398
H -5.766 0.722 -0.715 0.462
H -4.193 0.006 1.191 0.283
H 2.413 -0.038 -1.785 0.702
C 0.365 -4.944 -1.651 -1.000
O -0.951 -4.541 -1.315 0.170
C -1.689 -4.112 -2.448 -0.184
C -2.647 -5.181 -2.936 -0.388
O -1.941 -6.301 -3.460 -0.420
C -1.887 -7.392 -2.559 -0.552
H 0.797 -5.458 -0.799 0.250
H 0.364 -5.626 -2.509 0.404
H 0.981 -4.070 -1.877 0.111
H -1.019 -3.802 -3.258 0.493
H -2.269 -3.236 -2.136 -0.143
H -3.247 -4.771 -3.755 0.408
H -3.330 -5.485 -2.139 0.039
H -2.863 -7.882 -2.499 0.287
H -1.572 -7.079 -1.560 0.196
H -1.160 -8.109 -2.944 0.252
Br -5.688 -0.449 1.574 -0.251
C -8.184 0.705 6.691 -1.037
C -8.523 0.011 5.353 0.726
C -8.104 0.963 4.192 -1.206
O -9.831 -0.170 5.276 -0.567
H -8.705 1.657 6.809 0.312
H -8.444 0.072 7.538 0.181
H -7.109 0.911 6.754 0.324
H -7.855 -0.873 5.279 0.190
H -8.624 1.921 4.230 0.372
H -8.306 0.505 3.222 0.245
H -7.026 1.168 4.248 0.314
Br 4.527 -2.054 2.906 -0.078
C 3.941 -3.831 2.311 -0.264
C 4.224 -4.883 3.346 -0.645
Br 6.114 -5.369 3.374 -0.189
H 4.434 -4.022 1.363 0.355
H 2.866 -3.730 2.141 0.023
H 3.697 -5.804 3.106 0.435
H 3.965 -4.572 4.354 0.389
Be -0.705 8.684 -1.184 -0.080
C -9.263 -2.580 9.930 -0.541
O -8.531 -1.682 9.104 -0.487
H -9.069 -2.325 10.970 0.200
H -10.334 -2.489 9.731 0.263
H -8.942 -3.609 9.747 0.250
H -8.714 -1.922 8.190 0.282
Cl -4.916 -7.419 -0.429 -0.196
C -4.155 -7.394 1.183 -0.414
C -3.885 -5.991 1.663 -0.633
Cl -2.597 -5.183 0.729 -0.003
H -3.241 -7.983 1.135 0.283
H -4.846 -7.890 1.864 0.375
H -3.552 -6.016 2.701 0.309
H -4.781 -5.375 1.607 0.302
F -1.141 5.451 -5.648 -0.446
Al -1.004 6.914 -6.567 0.712
F -1.608 8.216 -5.637 -0.417
F -1.908 6.758 -8.011 -0.409
F 0.647 7.190 -6.940 -0.436
Cl 0.880 -3.291 0.592 -0.625
Li 8.624 1.319 0.853 0.954
```

- Kohn-Sham gap: 1.5 eV
- HOMO: -5.903 eV
- Lowest unoccupied orbital energy: -0.163 Eh
- Net charge: 0

***

ORCA calculation (the ωB97M-V functional and the def2-TZVPD basis) on a single C2H7N5 molecule.

XYZ file:
```
14
Properties=species:S:1:pos:R:3:mulliken_charge:R:1
C -0.213 1.553 -0.128 0.110
C -0.730 0.456 0.700 -0.675
N 0.642 1.471 -1.034 -0.538
N -0.372 -0.740 0.045 0.510
N 0.829 -0.689 -0.578 -0.428
N -1.414 -1.378 -0.685 -0.618
N 1.889 -0.571 0.231 -0.311
H -0.569 2.612 0.162 0.337
H -0.209 0.573 1.638 0.282
H -1.865 0.455 1.072 0.281
H -1.269 -2.343 -0.397 0.262
H -1.294 -1.035 -1.665 0.278
H 1.786 0.194 0.899 0.224
H 2.787 -0.558 -0.261 0.285
```

- Kohn-Sham gap (spin up / spin down): 8.9 / 8.2 eV
- HOMO (spin up / spin down): -8.226 / -7.684 eV
- Lowest unoccupied orbital energy (spin up / spin down): 0.026 / 0.017 Eh
- Net charge: 0

***

- Which value of net charge does entry 2 give?
  0